1.
ORCA calculation (ωB97M-V with the def2-TZVPD basis set) on C2HBrF2S in the gas phase.

Relative energy (zero: lowest compared OMol25 entry of this formula, charge and spin) ... 2.926 eV
Gap between HOMO and LUMO (alpha / beta) ... 7.12 / 7.82 eV
Spin multiplicity ... 1
HOMO level (alpha / beta) ... -9.75 / -9.87 eV

Element x y z (Å)
C: -0.103 -0.452 0.620
C: -0.189 -1.896 0.181
F: -0.595 -0.090 1.804
F: -0.839 -2.253 -0.975
S: 1.481 -1.503 0.599
Br: 3.546 -0.051 -0.144
H: 0.048 0.438 -0.137

2.
ORCA calculation (ωB97M-V with the def2-TZVPD basis set) on C2HBrF2S in the gas phase.

Relative energy (zero: lowest compared OMol25 entry of this formula, charge and spin) ... 2.596 eV
Gap between HOMO and LUMO (alpha / beta) ... 8.78 / 6.60 eV
Spin multiplicity ... 1
HOMO level (alpha / beta) ... -10.23 / -9.26 eV

Element x y z (Å)
C: 0.655 -0.580 -0.220
C: -0.432 0.468 -0.103
F: -0.018 1.489 -0.925
F: -1.624 0.071 -0.583
S: -0.847 1.146 1.759
Br: 0.624 -2.136 0.815
H: 1.642 -0.459 -0.743

3.
ORCA calculation (ωB97M-V with the def2-TZVPD basis set) on 2 unconnected molecules or ions with the total composition C2HBrF2S.

Relative energy (zero: lowest compared OMol25 entry of this formula, charge and spin) ... 0.681 eV
Gap between HOMO and LUMO (alpha / beta) ... 9.17 / 6.88 eV
Spin multiplicity ... 3
HOMO level (alpha / beta) ... -8.57 / -10.65 eV

Element x y z (Å)
C: 0.592 -0.398 0.304
C: 0.901 0.988 -0.016
F: 0.629 -0.859 1.557
F: 1.769 1.372 -0.954
S: -0.825 0.855 0.204
Br: -3.718 -0.812 -0.722
H: 0.652 -1.147 -0.372

4.
ORCA calculation (ωB97M-V with the def2-TZVPD basis set) on 2 unconnected molecules or ions with the total composition C2HBrFN.

Relative energy (zero: lowest compared OMol25 entry of this formula, charge and spin) ... 4.183 eV
Gap between HOMO and LUMO (alpha / beta) ... 6.03 / 6.04 eV
Spin multiplicity ... 1
HOMO level (alpha / beta) ... -10.12 / -10.12 eV

Element x y z (Å)
C: -0.811 -0.805 -0.095
C: -0.192 0.393 -0.487
N: -1.184 -1.839 0.262
F: 1.888 -0.099 1.100
Br: -0.466 2.042 0.073
H: 0.765 0.307 -0.852

5.
ORCA calculation (ωB97M-V with the def2-TZVPD basis set) on 2 unconnected molecules or ions with the total composition C2HBrFO2.

Relative energy (zero: lowest compared OMol25 entry of this formula, charge and spin) ... 1.435 eV
Gap between HOMO and LUMO ... 6.17 eV
Charge ... -1
Spin multiplicity ... 1
HOMO level ... -2.56 eV

Element x y z (Å)
C: -3.947 -0.696 0.093
C: -0.073 -0.281 0.350
O: -3.958 -1.122 -0.974
O: -4.118 -0.406 1.194
F: -0.239 -1.405 -0.515
Br: -1.610 1.004 -0.210
H: 0.781 0.264 -0.144

6.
ORCA calculation (ωB97M-V with the def2-TZVPD basis set) on a molecular structure, C2HBrN2O.

Relative energy (zero: lowest compared OMol25 entry of this formula, charge and spin) ... 3.250 eV
Gap between HOMO and LUMO ... 7.43 eV
Spin multiplicity ... 1
HOMO level ... -10.95 eV

Element x y z (Å)
C: 0.530 0.221 1.102
C: -0.255 0.043 -0.783
N: -0.733 0.530 1.157
N: -1.256 0.400 -0.071
O: 0.899 -0.108 -0.136
Br: -0.407 -1.297 -3.188
H: 1.222 0.210 1.918

7.
ORCA calculation (ωB97M-V with the def2-TZVPD basis set) on a molecular structure, C2HBrO2.

Relative energy (zero: lowest compared OMol25 entry of this formula, charge and spin) ... 0.505 eV
Gap between HOMO and LUMO ... 9.61 eV
Spin multiplicity ... 1
HOMO level ... -9.83 eV

Element x y z (Å)
C: 0.801 0.006 -0.173
C: -0.866 -0.382 0.180
O: 0.946 1.090 -0.590
O: -1.349 -1.432 0.071
Br: -1.597 1.313 0.555
H: 2.065 -0.595 -0.043

8.
ORCA calculation (ωB97M-V with the def2-TZVPD basis set) on 2 unconnected molecules or ions with the total composition C2HBrO3.

Relative energy (zero: lowest compared OMol25 entry of this formula, charge and spin) ... 1.265 eV
Gap between HOMO and LUMO (alpha / beta) ... 6.09 / 4.99 eV
Spin multiplicity ... 3
HOMO level (alpha / beta) ... -5.67 / -10.20 eV

Element x y z (Å)
C: 0.330 0.140 -1.690
C: -0.383 -0.017 1.109
O: 0.564 -0.750 -2.414
O: -1.086 -0.702 0.478
O: 0.022 1.004 -1.026
Br: 1.257 -0.610 1.894
H: -0.704 0.934 1.648

9.
ORCA calculation (ωB97M-V with the def2-TZVPD basis set) on a molecular structure, C2HCl2F.

Relative energy (zero: lowest compared OMol25 entry of this formula, charge and spin) ... 1.501 eV
Gap between HOMO and LUMO ... 10.47 eV
Spin multiplicity ... 1
HOMO level ... -10.23 eV

Element x y z (Å)
C: -0.738 -0.466 0.099
C: 0.421 0.275 0.148
H: -0.852 -1.464 -0.044
F: -1.945 0.298 -0.116
Cl: 1.064 1.941 -0.024
Cl: 2.050 -0.585 -0.063

10.
ORCA calculation (ωB97M-V with the def2-TZVPD basis set) on a molecular structure, C2HCl2N2O.

Relative energy (zero: lowest compared OMol25 entry of this formula, charge and spin) ... 3.384 eV
Gap between HOMO and LUMO ... 7.96 eV
Charge ... +1
Spin multiplicity ... 1
HOMO level ... -15.26 eV

Element x y z (Å)
C: 0.625 -1.032 -0.183
C: -1.015 0.470 -0.087
N: 1.715 0.649 1.003
N: 1.562 -0.336 0.451
O: 0.490 -2.006 -0.780
Cl: -1.297 0.864 -1.717
Cl: -0.371 1.627 0.942
H: -1.709 -0.236 0.371

11.
ORCA calculation (ωB97M-V with the def2-TZVPD basis set) on C2HCl2NO2 in the gas phase.

Relative energy (zero: lowest compared OMol25 entry of this formula, charge and spin) ... 1.051 eV
Gap between HOMO and LUMO ... 9.10 eV
Spin multiplicity ... 1
SMILES string ... O=[N+]([O-])C=C(Cl)Cl
HOMO level ... -10.20 eV

Element x y z (Å)
O: -0.263 1.883 -0.118
N: -0.946 0.891 -0.053
O: -2.152 0.799 0.033
C: -0.339 -0.392 -0.020
C: 1.079 -0.634 0.072
Cl: 1.576 -2.174 -0.055
Cl: 2.228 0.632 -0.045
H: -1.182 -1.005 0.187

12.
ORCA calculation (ωB97M-V with the def2-TZVPD basis set) on C2HCl2NO3 in the gas phase.

Relative energy (zero: lowest compared OMol25 entry of this formula, charge and spin) ... 2.046 eV
Gap between HOMO and LUMO ... 9.75 eV
Spin multiplicity ... 1
SMILES string ... O=C(C(Cl)Cl)[N+](=O)[O-]
HOMO level ... -11.24 eV

Element x y z (Å)
O: -1.004 0.281 1.589
C: -0.307 0.101 0.550
C: -0.124 -1.050 -0.253
Cl: -0.988 -2.503 0.450
Cl: 1.709 -1.403 -0.203
N: 0.336 1.481 -0.120
O: 0.537 1.411 -1.299
O: 0.442 2.414 0.584
H: -0.601 -0.733 -1.297

13.
ORCA calculation (ωB97M-V with the def2-TZVPD basis set) on a gas-phase ion, C2HCl3N (charge +1).

Relative energy (zero: lowest compared OMol25 entry of this formula, charge and spin) ... 0.739 eV
Gap between HOMO and LUMO ... 9.47 eV
Charge ... +1
Spin multiplicity ... 1
SMILES string ... ClC=[N+]=C(Cl)Cl
HOMO level ... -16.20 eV

Element x y z (Å)
Cl: -0.321 -2.264 0.224
C: -0.979 -0.914 0.061
N: -0.510 0.290 -0.053
C: 0.826 0.989 -0.029
Cl: 1.474 1.444 -1.468
Cl: 1.451 1.529 1.457
H: -1.942 -1.074 -0.192

14.
ORCA calculation (ωB97M-V with the def2-TZVPD basis set) on C2HCl3N2O in the gas phase.

Relative energy (zero: lowest compared OMol25 entry of this formula, charge and spin) ... 0.901 eV
Gap between HOMO and LUMO (alpha / beta) ... 8.10 / 8.17 eV
Spin multiplicity ... 1
HOMO level (alpha / beta) ... -9.35 / -9.06 eV

Element x y z (Å)
C: -1.054 -0.056 -0.026
C: 0.177 -0.822 0.008
N: 1.152 -0.346 0.649
N: -0.659 2.270 -0.034
O: -1.327 1.215 0.019
Cl: 0.002 -2.385 -0.653
Cl: 2.573 -1.250 0.337
Cl: 1.016 1.979 -0.308
H: -1.879 -0.603 0.009

15.
ORCA calculation (ωB97M-V with the def2-TZVPD basis set) on a molecular structure, C2HCl4O2S.

Relative energy (zero: lowest compared OMol25 entry of this formula, charge and spin) ... 0.955 eV
Gap between HOMO and LUMO ... 7.03 eV
Charge ... -1
Spin multiplicity ... 1
HOMO level ... -4.00 eV

Element x y z (Å)
C: 0.627 -0.158 0.290
C: 1.122 -1.270 -1.297
O: -1.036 -1.611 1.471
O: 0.702 -0.544 2.942
S: 0.413 -1.415 1.792
Cl: 1.877 0.988 0.392
Cl: 1.504 -0.304 -2.754
Cl: -0.180 -2.357 -1.631
Cl: 2.458 -2.259 -0.832
H: -0.260 0.212 0.023

16.
ORCA calculation (ωB97M-V with the def2-TZVPD basis set) on 2 unconnected molecules or ions with the total composition C2HCl4OPS.

Relative energy (zero: lowest compared OMol25 entry of this formula, charge and spin) ... 0.360 eV
Gap between HOMO and LUMO (alpha / beta) ... 8.17 / 6.73 eV
Spin multiplicity ... 3
HOMO level (alpha / beta) ... -7.88 / -10.00 eV

Element x y z (Å)
C: -0.114 0.501 2.363
C: 0.109 0.100 1.115
O: -1.147 0.619 -2.287
P: 0.116 -0.097 -2.193
S: 1.631 0.253 0.265
Cl: -1.493 -0.076 3.148
Cl: -1.120 -0.774 0.366
Cl: 1.390 0.501 -3.655
Cl: 0.116 -2.107 -2.023
H: 0.512 1.081 2.900

17.
ORCA calculation (ωB97M-V with the def2-TZVPD basis set) on 2 unconnected molecules or ions with the total composition C2HClF2S.

Relative energy (zero: lowest compared OMol25 entry of this formula, charge and spin) ... 4.068 eV
Gap between HOMO and LUMO (alpha / beta) ... 7.16 / 8.33 eV
Spin multiplicity ... 1
HOMO level (alpha / beta) ... -9.54 / -9.62 eV

Element x y z (Å)
C: -0.642 0.169 -0.397
C: 0.264 -0.051 0.651
F: 0.525 -1.200 1.229
F: 0.544 1.075 1.445
S: -1.176 1.738 -0.783
Cl: -1.231 -1.243 -1.119
H: 1.717 -0.489 -1.024

18.
ORCA calculation (ωB97M-V with the def2-TZVPD basis set) on C2HClFN in the gas phase.

Gap between HOMO and LUMO (alpha / beta) ... 6.55 / 8.05 eV
Spin multiplicity ... 3
HOMO level (alpha / beta) ... -6.75 / -10.66 eV

Element x y z (Å)
C: -0.010 -0.267 0.041
C: 0.417 0.902 -0.469
N: -0.481 -1.368 0.173
F: -0.529 1.925 -0.383
Cl: -0.714 -2.676 1.328
H: 1.317 1.483 -0.690

19.
ORCA calculation (ωB97M-V with the def2-TZVPD basis set) on a molecular structure, C2HClFN3.

Relative energy (zero: lowest compared OMol25 entry of this formula, charge and spin) ... 6.338 eV
Gap between HOMO and LUMO (alpha / beta) ... 9.47 / 9.47 eV
Spin multiplicity ... 1
HOMO level (alpha / beta) ... -10.44 / -10.45 eV

Element x y z (Å)
C: 1.192 0.367 0.134
C: -0.954 -0.412 -0.212
N: 0.803 -0.039 1.300
N: 0.379 -0.479 -0.683
N: -0.059 -0.988 0.686
F: -1.850 -1.167 -0.790
Cl: 2.371 1.406 -0.384
H: -1.882 1.311 -0.052

20.
ORCA calculation (ωB97M-V with the def2-TZVPD basis set) on 2 unconnected molecules or ions with the total composition C2HClN2O2.

Relative energy (zero: lowest compared OMol25 entry of this formula, charge and spin) ... 6.703 eV
Gap between HOMO and LUMO ... 9.55 eV
Spin multiplicity ... 1
SMILES string ... [O-][N+]#CCl.C#[N+][O-]
HOMO level ... -9.94 eV

Element x y z (Å)
O: 0.729 -3.269 0.674
N: 0.020 -3.132 -0.280
C: -0.876 -2.644 -0.862
Cl: -1.520 -2.439 -2.334
C: -1.563 -0.461 1.322
N: -1.823 0.216 0.410
O: -2.188 1.144 -0.273
H: -0.890 -0.892 2.015

M / g mol⁻¹: 175.00; 175.00; 175.00; 137.94; 155.93; 148.95; 136.93; 152.93; 114.93; 139.95; 141.94; 157.94; 145.40; 175.40; 230.91; 245.88; 130.55; 93.49; 121.50; 120.50